23
Properties=species:S:1:pos:R:3:nbo_charge:R:1 method="wB97M-V/def2-TZVPD" e_tot_ha=-421.15093 charge=+1 max_force_ev_per_a=2.64 de_lowest_kj_mol=111.7 homo_lumo_gap_ha=0.4058 e_homo_ev=-13.85 spin_multiplicity=1
C -0.70 0.83 -1.25 -0.079
O -0.32 2.07 -1.84 -0.741
C -0.11 0.71 0.19 -0.069
C -0.08 -0.74 0.63 -0.449
C 0.79 -1.76 -0.11 -0.238
N 2.18 -1.22 -0.06 -0.727
N 1.29 1.27 0.07 -0.877
H -0.25 0.06 -1.89 0.161
H -1.79 0.80 -1.23 0.201
H -1.10 2.63 -1.99 0.494
H -0.70 1.33 0.87 0.219
H -1.10 -1.11 0.69 0.274
H 0.25 -0.66 1.68 0.214
H 0.39 -1.73 -1.13 0.222
H 0.59 -2.76 0.28 0.245
H 2.13 -0.15 -0.07 0.465
H 2.78 -1.59 -0.79 0.438
H 2.54 -1.31 0.90 0.431
H 1.42 1.88 0.86 0.393
H 1.40 1.83 -0.77 0.417
H -3.27 0.53 2.07 0.485
H -3.54 -0.71 1.27 0.481
O -2.81 -0.20 1.64 -0.959